[1]
Molecular formula: C3H5ClOS
Method: DFT, the ωB97M-V functional and the def2-TZVPD basis

Properties
Energy relative to the best compared isomer or geometry (same formula, charge and spin) (kcal/mol): 41.2

Geometry (Å):
C1 1.551 0.839 0.266
C2 0.938 -0.107 -0.446
C3 -0.289 -0.864 -0.075
O1 -1.363 1.315 0.621
S1 -1.599 0.356 -0.415
Cl1 -3.321 -0.788 0.224
H1 2.214 1.529 -0.248
H2 1.270 1.118 1.291
H3 1.251 -0.425 -1.449
H4 -0.510 -1.849 -0.676
H5 -0.142 -1.125 0.907


[2]
Molecular formula: C4H5F2N3O
Method: DFT, the ωB97M-V functional and the def2-TZVPD basis

Properties
E (eV): -16180.259
SMILES: [H]/N=C(\N)F.O=C=N/C=C/F

Geometry (Å):
C1 -0.004 -0.810 2.736
C2 -0.048 1.266 1.484
C3 -0.679 -1.892 2.148
C4 0.777 -0.037 -1.125
N1 0.044 0.463 2.345
N2 -0.258 -0.555 -0.639
N3 0.820 1.111 -1.925
O1 -0.114 2.166 0.753
F1 -0.649 -3.033 2.868
F2 2.008 -0.522 -0.762
H1 0.453 -1.077 3.722
H2 -1.208 -2.000 1.242
H3 -1.157 -0.113 -0.896
H4 0.104 1.515 -2.347
H5 1.670 1.634 -1.934


[3]
Molecular formula: C24H23N2OS5V
Method: DFT, the ωB97M-V functional and the def2-TZVPD basis

Properties
Multiplicity: 3
Energy relative to the best compared isomer or geometry (same formula, charge and spin) (kcal/mol): 12.7

Geometry (Å):
V1 -0.192 -1.235 -0.873
S1 -2.157 -1.610 -1.996
C1 -1.778 -3.163 -2.755
C2 -2.785 -4.020 -3.213
C3 -2.470 -5.218 -3.837
C4 -1.137 -5.584 -4.012
C5 -0.130 -4.745 -3.568
C6 -0.437 -3.532 -2.944
S2 0.868 -2.458 -2.413
H1 -3.822 -3.734 -3.062
H2 -3.263 -5.868 -4.190
H3 -0.886 -6.527 -4.488
H4 0.911 -5.018 -3.702
C7 3.761 0.229 1.374
S3 2.436 -0.929 1.203
C8 3.373 -2.254 0.493
O1 1.634 -0.312 0.040
H5 4.469 -0.151 2.117
H6 3.323 1.167 1.718
H7 4.239 0.364 0.400
H8 4.177 -2.520 1.185
H9 3.764 -1.902 -0.465
H10 2.694 -3.092 0.346
S4 -0.590 5.203 -1.378
C9 -0.576 3.428 -1.251
C10 0.062 2.681 -2.228
C11 0.067 1.301 -2.124
N1 -0.513 0.673 -1.092
C12 -1.147 1.389 -0.158
C13 -1.213 2.766 -0.216
C14 0.543 5.595 -0.058
C15 0.185 5.486 1.279
C16 1.138 5.780 2.244
N2 2.382 6.184 1.959
C17 2.696 6.320 0.667
C18 1.818 6.039 -0.372
H11 0.563 3.167 -3.056
H12 0.549 0.674 -2.858
H13 -1.626 0.839 0.644
H14 -1.760 3.307 0.545
H15 -0.817 5.191 1.571
H16 0.888 5.692 3.297
H17 3.704 6.659 0.449
H18 2.124 6.158 -1.406
S5 -0.075 -2.817 0.795
C19 -1.241 -2.260 2.037
C20 -2.538 -1.836 1.729
C21 -3.409 -1.420 2.734
C22 -3.009 -1.426 4.065
C23 -1.724 -1.855 4.382
C24 -0.850 -2.262 3.379
H19 -2.867 -1.859 0.700
H20 -4.415 -1.105 2.473
H21 -3.693 -1.111 4.847
H22 -1.400 -1.875 5.418
H23 0.152 -2.593 3.629


[4]
Molecular formula: C19H21F2N5
Method: DFT, the ωB97M-V functional and the def2-TZVPD basis

Properties
Energy relative to the best compared isomer or geometry (same formula, charge and spin) (kcal/mol): 0.0
SMILES: Cc1nnc2[nH]cc(N[C@@H]3CCCN(Cc4ccc(F)c(F)c4)C3)cc1-2

Geometry (Å):
F1 -4.132 6.194 1.889
F2 -3.810 4.026 0.043
N1 0.727 -6.249 -2.826
N2 -0.346 -5.923 -3.588
C1 0.984 -5.223 -2.042
C2 -0.690 -4.658 -3.371
C3 0.285 -2.944 -1.637
C4 0.148 -4.137 -2.335
C5 2.154 -3.978 -0.309
C6 1.383 -2.854 -0.615
C7 -2.274 5.395 3.042
C8 -1.268 4.420 3.241
C9 -2.066 3.181 1.388
C10 -3.153 5.292 1.976
C11 -3.037 4.175 1.130
C12 -1.140 3.300 2.413
N3 1.973 -5.136 -1.064
N4 0.433 1.621 1.430
N5 1.640 -1.761 0.191
C13 -1.842 -3.885 -3.948
C14 -0.079 2.236 2.681
C15 1.284 2.453 0.549
C16 0.846 0.210 1.495
C17 1.246 1.847 -0.839
C18 1.783 0.433 -0.821
C19 0.956 -0.444 0.122
H1 -0.379 -2.079 -1.757
H2 2.857 -3.964 0.524
H3 -2.402 6.242 3.695
H4 -0.582 4.547 4.094
H5 -1.968 2.343 0.726
H6 2.412 -5.997 -0.776
H7 2.411 -1.781 0.855
H8 -1.477 -2.998 -4.454
H9 -2.436 -4.488 -4.603
H10 -2.600 -3.575 -3.209
H11 -0.501 1.462 3.332
H12 0.763 2.659 3.248
H13 0.957 3.496 0.527
H14 2.300 2.490 0.902
H15 1.857 0.170 1.924
H16 0.194 -0.387 2.111
H17 1.814 2.458 -1.515
H18 0.221 1.868 -1.227
H19 2.860 0.479 -0.508
H20 1.746 0.016 -1.816
H21 -0.055 -0.551 -0.267


[5]
Molecular formula: C36H44IrN2O11P2S4
Method: DFT, the ωB97M-V functional and the def2-TZVPD basis

Properties
Energy relative to the best compared isomer or geometry (same formula, charge and spin) (kcal/mol): 0.0
Charge: -1

Geometry (Å):
Ir1 0.062 -0.330 -0.193
O1 2.643 -2.904 2.586
S1 2.157 -2.702 1.240
O2 1.672 -3.882 0.564
O3 1.192 -1.582 1.217
C1 3.630 -2.231 0.300
C2 4.821 -2.684 0.858
C3 6.034 -2.506 0.212
C4 6.077 -1.873 -1.018
C5 4.902 -1.412 -1.587
C6 3.686 -1.582 -0.937
S2 2.314 -0.760 -1.718
O4 2.664 -0.580 -3.094
O5 1.082 -1.590 -1.500
O6 2.090 0.454 -0.908
H1 4.773 -3.178 1.818
H2 6.944 -2.866 0.675
H3 7.018 -1.731 -1.534
H4 4.909 -0.906 -2.542
O7 -2.476 2.693 0.823
C7 -2.271 1.496 0.733
O8 -1.161 0.906 1.046
C8 -3.452 0.591 0.403
C9 -4.719 1.159 0.340
C10 -5.837 0.370 0.127
C11 -5.696 -1.003 -0.028
C12 -4.437 -1.576 0.020
C13 -3.310 -0.783 0.229
P1 -1.674 -1.562 0.365
C14 -1.653 -2.132 2.090
C15 -0.984 -1.376 3.053
C16 -1.022 -1.768 4.381
C17 -1.716 -2.910 4.758
C18 -2.385 -3.659 3.803
C19 -2.358 -3.269 2.472
C20 -1.773 -3.006 -0.728
C21 -1.204 -4.233 -0.415
C22 -1.185 -5.250 -1.362
C23 -1.717 -5.041 -2.623
C24 -2.259 -3.804 -2.952
C25 -2.281 -2.789 -2.012
H5 -4.795 2.231 0.471
H6 -6.820 0.822 0.086
H7 -6.566 -1.627 -0.190
H8 -4.330 -2.645 -0.121
H9 -0.428 -0.496 2.759
H10 -0.492 -1.183 5.121
H11 -1.731 -3.218 5.796
H12 -2.926 -4.553 4.089
H13 -2.887 -3.860 1.734
H14 -0.730 -4.391 0.543
H15 -0.727 -6.198 -1.111
H16 -1.694 -5.834 -3.360
H17 -2.650 -3.624 -3.945
H18 -2.680 -1.818 -2.281
C26 3.833 0.431 2.600
N1 3.116 1.310 3.511
C27 3.273 0.950 4.908
C28 1.894 1.787 3.050
O9 1.360 1.367 2.042
N2 1.318 2.794 3.801
C29 2.096 3.744 4.563
C30 0.000 3.251 3.390
H19 4.909 0.582 2.731
H20 3.553 0.666 1.576
H21 3.598 -0.618 2.797
H22 3.154 -0.132 5.035
H23 2.527 1.448 5.522
H24 4.266 1.229 5.273
H25 3.157 3.520 4.482
H26 1.816 3.749 5.622
H27 1.930 4.753 4.169
H28 -0.449 2.519 2.723
H29 0.070 4.197 2.842
H30 -0.632 3.402 4.269
C31 0.495 0.577 -4.942
C32 1.427 1.707 -4.546
C33 1.364 2.884 -5.505
O10 1.254 2.183 -3.198
P2 -0.054 2.473 -2.338
S3 0.386 3.545 -0.818
S4 -0.995 0.641 -1.995
O11 -0.993 3.094 -3.488
C34 -2.284 3.747 -3.435
C35 -3.407 2.739 -3.277
C36 -2.357 4.853 -2.399
H31 0.739 0.279 -5.965
H32 -0.549 0.892 -4.915
H33 0.624 -0.281 -4.285
H34 2.444 1.310 -4.524
H35 0.343 3.255 -5.591
H36 1.712 2.574 -6.493
H37 2.000 3.693 -5.147
H38 -2.347 4.190 -4.433
H39 -3.395 2.304 -2.281
H40 -3.319 1.940 -4.014
H41 -4.364 3.247 -3.422
H42 -2.326 4.448 -1.390
H43 -3.301 5.387 -2.536
H44 -1.532 5.555 -2.521


[6]
Molecular formula: C5H11N2S
Method: DFT, the ωB97M-V functional and the def2-TZVPD basis

Properties
Energy relative to the best compared isomer or geometry (same formula, charge and spin) (kcal/mol): 130.0
Charge: +1

Geometry (Å):
C1 2.492 -0.909 0.211
C2 2.232 -0.474 -1.208
C3 0.419 -1.452 -0.086
C4 -1.867 1.543 1.459
C5 -2.304 1.057 0.113
N1 1.391 -1.198 0.806
N2 0.941 -1.030 -1.516
S1 -1.306 -0.949 0.178
H1 3.429 -0.884 0.664
H2 2.136 0.609 -1.133
H3 3.026 -0.686 -1.846
H4 -1.255 0.899 2.076
H5 -2.812 1.604 2.022
H6 -1.363 2.516 1.516
H7 -3.360 0.850 0.017
H8 -1.839 1.569 -0.673
H9 0.226 -0.301 -1.960
H10 0.983 -1.793 -2.089
H11 -1.167 -0.971 1.448